Record 1
57
Properties=species:S:1:pos:R:3:mulliken_charge:R:1 method="wB97M-V/def2-TZVPD" total_charge=+2 lumo_ev="-8.14 / -8.15" homo_energy_ev="-14.43 / -14.43" mol_weight_da=591.6 orbital_gap_ev="6.29 / 6.28" largest_force_ha_per_bohr=0.05742 spin_multiplicity=1
C -1.722 -3.051 2.272 -0.838
C -1.152 -2.289 1.251 0.037
C -1.684 -1.001 1.016 0.962
C -2.791 -0.536 1.719 0.155
C -3.320 -1.294 2.760 -0.739
C -2.790 -2.557 3.029 -1.027
C -3.294 0.864 1.394 0.009
C -3.062 1.214 -0.072 -0.384
C -1.967 0.640 -0.711 0.858
C -1.693 0.908 -2.083 -0.612
C -2.433 1.919 -2.696 -0.739
C -3.459 2.578 -2.013 -1.074
C -3.792 2.214 -0.708 -0.720
H -1.317 -4.044 2.475 0.464
H -4.146 -0.884 3.347 0.509
H -3.216 -3.168 3.823 0.410
H -4.369 0.905 1.598 1.152
H -2.202 2.192 -3.731 0.501
H -4.019 3.369 -2.513 0.416
H -4.606 2.700 -0.164 0.522
N -1.064 -0.110 0.106 0.140
Ce 0.765 0.983 0.371 1.391
C -0.011 -2.813 0.405 -1.119
H -0.293 -2.848 -0.661 0.422
H 0.280 -3.818 0.739 0.554
C -0.644 0.120 -2.847 -1.105
H -0.741 -0.962 -2.656 0.448
H -0.740 0.310 -3.926 0.603
P 1.503 -1.767 0.492 1.080
P 1.115 0.553 -2.424 1.036
C 1.319 2.124 -3.326 -1.272
H 2.109 2.701 -2.824 0.387
H 1.622 1.918 -4.361 0.449
H 0.396 2.716 -3.317 0.363
C 2.079 -0.604 -3.442 -1.361
H 2.373 -0.117 -4.382 0.456
H 2.984 -0.883 -2.884 0.318
H 1.507 -1.516 -3.660 0.400
C 2.074 -2.176 2.177 -1.213
H 2.480 -3.197 2.158 0.477
H 2.854 -1.476 2.508 0.290
H 1.232 -2.128 2.878 0.368
C 2.709 -2.687 -0.508 -1.408
H 3.585 -2.038 -0.652 0.363
H 3.010 -3.599 0.027 0.510
H 2.292 -2.943 -1.493 0.383
C -2.577 1.815 2.238 -0.225
O -1.396 2.127 2.140 -0.490
H -3.405 2.104 2.903 0.422
C 4.117 3.022 1.759 -0.986
S 3.369 1.401 1.854 0.983
O 4.166 0.520 2.664 -0.557
O 1.938 1.603 2.338 -0.517
O 3.201 0.974 0.398 -0.528
H 4.189 3.443 2.767 0.396
H 3.515 3.670 1.114 0.293
H 5.119 2.896 1.334 0.387

=====

Record 2
103
Properties=species:S:1:pos:R:3:mulliken_charge:R:1 method="wB97M-V/def2-TZVPD" total_charge=0 lumo_ev=-0.12 homo_energy_ev=-8.10 mol_weight_da=715.9 orbital_gap_ev=7.98 largest_force_ha_per_bohr=0.13092 spin_multiplicity=1
C 3.970 2.597 2.010 -1.127
C 3.049 2.011 1.284 0.069
N 1.956 1.386 1.900 -0.219
C 1.773 -0.016 1.565 -0.223
C 0.297 -0.427 1.629 -0.508
C -0.356 -0.097 2.957 -0.579
C -1.883 -0.244 2.983 -0.943
S -2.555 -1.366 1.763 1.109
O -3.974 -1.450 2.019 -0.553
O -2.406 -0.911 0.419 -0.531
O -1.987 -3.055 1.949 -0.443
C 2.563 -0.930 2.499 -1.023
O 3.933 -0.737 2.328 -0.282
C 4.597 -1.915 1.938 -0.651
H 4.592 3.352 1.572 0.286
H 4.100 2.354 3.042 0.389
H 3.122 2.055 0.216 0.443
H 2.114 1.497 2.890 0.185
H 2.124 -0.263 0.573 0.662
H -0.197 0.100 0.828 0.503
H 0.287 -1.487 1.411 0.109
H -0.146 0.947 3.144 0.197
H 0.095 -0.644 3.769 0.412
H -2.185 -0.640 3.941 0.414
H -2.407 0.696 2.878 0.450
H -1.387 -3.120 2.706 0.205
H 2.292 -1.969 2.346 0.539
H 2.245 -0.693 3.514 0.247
H 5.493 -1.624 1.422 0.154
H 4.028 -2.524 1.247 0.298
H 4.926 -2.488 2.798 0.267
C -3.094 -4.939 5.411 -0.834
C -1.825 -4.236 5.405 0.452
N -0.827 -3.674 5.388 -0.418
H -3.100 -5.736 4.671 0.244
H -3.287 -5.384 6.385 0.344
H -3.914 -4.263 5.182 0.262
C -4.566 2.487 0.280 -0.845
C -4.673 1.228 0.995 0.679
N -4.737 0.216 1.550 -0.545
H -4.435 2.324 -0.788 0.014
H -5.460 3.095 0.418 0.342
H -3.714 3.072 0.624 0.313
C -3.061 -0.144 -3.115 -0.537
C -3.009 1.285 -2.893 0.485
N -2.968 2.416 -2.720 -0.494
H -2.317 -0.667 -2.517 0.122
H -4.035 -0.551 -2.861 0.092
H -2.872 -0.385 -4.159 0.330
C 8.388 -1.048 -1.192 -0.867
C 6.963 -0.808 -1.081 0.409
N 5.837 -0.618 -0.995 -0.396
H 8.826 -0.445 -1.986 0.328
H 8.896 -0.800 -0.263 0.280
H 8.586 -2.094 -1.413 0.277
C -7.008 -0.166 -1.461 -0.349
C -6.730 0.089 -2.863 0.348
N -6.504 0.286 -3.968 -0.423
H -7.277 -1.207 -1.297 0.295
H -6.142 0.050 -0.839 -0.203
H -7.833 0.445 -1.100 0.316
C -4.414 5.213 -3.500 -0.695
C -4.364 6.647 -3.281 0.346
N -4.323 7.777 -3.103 -0.440
H -3.673 4.694 -2.899 0.270
H -5.391 4.810 -3.241 0.262
H -4.223 4.967 -4.542 0.298
C 4.935 -4.764 -1.330 -0.840
C 5.867 -4.112 -0.428 0.521
N 6.591 -3.599 0.294 -0.489
H 4.198 -5.344 -0.778 0.212
H 4.397 -4.035 -1.932 0.254
H 5.456 -5.440 -2.006 0.381
C 6.060 1.273 -4.051 -0.382
C 7.161 1.289 -4.995 0.325
N 8.031 1.297 -5.739 -0.368
H 5.720 2.280 -3.821 0.259
H 5.208 0.722 -4.443 0.260
H 6.348 0.803 -3.114 -0.105
C -0.252 -4.066 -0.567 -0.078
C 0.886 -4.026 -1.467 0.300
N 1.783 -3.992 -2.177 -0.469
H -0.621 -3.065 -0.352 -0.166
H -1.077 -4.634 -0.992 0.390
H 0.007 -4.529 0.380 0.006
C -5.470 9.506 -5.974 -0.512
C -6.683 9.287 -6.740 0.313
N -7.640 9.113 -7.344 -0.357
H -5.404 8.823 -5.130 0.048
H -4.584 9.357 -6.588 0.255
H -5.429 10.519 -5.579 0.259
C 2.225 5.407 4.071 -0.865
C 2.576 4.156 4.715 0.454
N 2.853 3.166 5.216 -0.430
H 2.190 5.286 2.990 0.276
H 1.251 5.757 4.404 0.298
H 2.955 6.181 4.299 0.297
C -1.307 -8.059 0.906 -0.843
C -0.041 -7.349 0.891 0.400
N 0.956 -6.789 0.879 -0.370
H -1.315 -8.858 0.168 0.298
H -1.492 -8.503 1.882 0.291
H -2.132 -7.387 0.682 0.263

=====

Record 3
10
Properties=species:S:1:pos:R:3:nbo_charge:R:1 method="wB97M-V/def2-TZVPD" total_charge=0 lumo_ev="-0.21 / -0.20" homo_energy_ev="-4.97 / -9.12" mol_weight_da=224.4 e_above_lowest_kcal_mol=12.4 s2=0.750 orbital_gap_ev="4.76 / 8.92" largest_force_ha_per_bohr=0.06177 spin_multiplicity=2
C -1.079 0.092 -0.873 0.962
C 0.457 0.365 1.615 -0.377
O -1.619 0.789 -0.034 -0.639
O 0.251 -0.337 -0.643 -0.683
C 1.025 0.143 0.415 0.078
H 0.811 1.214 2.198 0.212
H -0.263 -0.332 2.043 0.213
H 1.854 0.733 0.019 0.171
O -1.534 -0.574 -1.841 -0.933
Ba 0.098 -2.092 -2.900 0.997

=====

Record 4
131
Properties=species:S:1:pos:R:3:lowdin_spin:R:1 method="wB97M-V/def2-TZVPD" total_charge=+3 lumo_ev="-8.23 / -9.21" homo_energy_ev="-15.00 / -15.00" mol_weight_da=1235.8 e_above_lowest_kcal_mol=0.0 s2=0.753 orbital_gap_ev="6.77 / 5.79" largest_force_ha_per_bohr=0.01396 spin_multiplicity=2
Ir -0.351 -0.504 -0.847 0.001
O -0.993 -3.485 0.391 0.000
C -0.228 -3.886 1.446 0.000
C -0.501 -4.900 2.343 0.000
C 0.464 -5.179 3.303 0.000
C 1.661 -4.472 3.354 0.000
C 1.889 -3.427 2.474 0.000
C 0.916 -3.107 1.529 0.000
P 1.149 -1.794 0.308 0.000
C 2.376 -2.627 -0.752 0.000
C 1.908 -3.644 -1.589 0.000
C 2.801 -4.468 -2.253 0.000
C 4.171 -4.288 -2.088 0.000
C 4.640 -3.288 -1.250 0.000
C 3.747 -2.462 -0.576 0.000
C 1.991 -0.416 1.114 0.004
C 2.741 0.453 0.316 0.000
C 3.451 1.494 0.894 0.005
C 3.411 1.669 2.271 0.017
C 2.622 0.840 3.062 0.016
C 1.899 -0.193 2.486 0.001
C -1.944 -4.149 -0.324 0.000
C -2.118 -5.516 -0.416 0.000
C -3.208 -5.973 -1.147 0.000
C -4.091 -5.086 -1.754 0.000
C -3.855 -3.721 -1.702 0.000
C -2.746 -3.244 -1.003 0.000
P -2.407 -1.474 -0.802 0.000
C -3.187 -0.705 -2.229 0.000
C -3.046 -1.296 -3.488 0.000
C -3.702 -0.756 -4.581 0.000
C -4.502 0.371 -4.426 0.000
C -4.615 0.981 -3.184 0.000
C -3.946 0.457 -2.088 0.000
C -3.324 -1.120 0.711 0.000
C -4.711 -0.980 0.658 0.000
C -5.442 -0.915 1.835 0.000
C -4.798 -0.995 3.061 0.000
C -3.418 -1.151 3.114 0.000
C -2.680 -1.213 1.943 0.000
H -1.430 -5.451 2.303 0.000
H 0.281 -5.974 4.015 0.000
H 2.414 -4.738 4.083 0.000
H 2.816 -2.869 2.527 0.000
H 0.842 -3.814 -1.699 0.000
H 2.431 -5.264 -2.887 0.000
H 4.868 -4.938 -2.600 0.000
H 5.704 -3.160 -1.099 0.000
H 4.136 -1.711 0.099 0.000
H 2.805 0.295 -0.757 0.000
H 4.062 2.140 0.276 0.000
H 4.008 2.447 2.733 0.001
H 2.589 0.981 4.135 0.000
H 1.297 -0.842 3.108 0.000
H -1.432 -6.203 0.059 0.000
H -3.376 -7.039 -1.231 0.000
H -4.959 -5.461 -2.278 0.000
H -4.533 -3.042 -2.201 0.000
H -2.445 -2.191 -3.610 0.000
H -3.611 -1.227 -5.552 0.000
H -5.037 0.773 -5.277 0.000
H -5.232 1.863 -3.067 0.000
H -4.030 0.941 -1.124 0.000
H -5.233 -0.948 -0.290 0.000
H -6.519 -0.816 1.790 0.000
H -5.372 -0.947 3.977 0.000
H -2.918 -1.230 4.070 0.000
H -1.607 -1.347 1.990 0.000
C 0.869 5.763 7.318 0.018
Ge 0.781 6.223 5.438 0.057
C 1.715 7.846 4.940 0.016
C -1.030 6.116 4.730 0.010
C 1.911 4.693 4.544 0.148
Se 1.036 3.956 3.069 0.598
C 1.703 5.145 1.706 0.049
H 0.228 6.440 7.883 0.004
H 1.884 5.856 7.703 0.000
H 0.515 4.746 7.485 0.000
H 1.248 8.695 5.441 0.004
H 1.667 8.028 3.866 0.000
H 2.760 7.805 5.247 0.000
H -1.648 6.859 5.236 0.000
H -1.468 5.134 4.915 0.001
H -1.067 6.326 3.660 0.004
H 2.029 3.939 5.322 0.008
H 2.861 5.146 4.265 0.010
H 1.730 6.153 2.117 0.007
H 1.040 5.066 0.854 0.000
H 2.709 4.817 1.449 0.013
C 3.059 -1.979 -4.557 0.000
N 1.624 -1.662 -4.621 0.000
C 0.970 -1.609 -5.940 0.000
C 0.944 -1.441 -3.545 0.000
N 0.325 -1.237 -2.589 0.000
H 3.614 -1.234 -5.126 0.000
H 3.229 -2.967 -4.981 0.000
H 3.386 -1.975 -3.519 0.000
H 1.368 -0.772 -6.513 0.000
H -0.103 -1.490 -5.811 0.000
H 1.168 -2.541 -6.467 0.000
C -1.469 3.752 -2.446 0.000
C -0.655 2.477 -2.591 0.000
C -1.074 1.720 -3.831 0.000
C 0.840 2.731 -2.559 0.000
O -0.955 1.567 -1.422 0.000
P -1.134 2.062 0.144 0.000
O -0.282 3.195 0.542 0.003
O -0.812 0.668 0.750 0.000
O -2.670 2.333 0.218 0.000
C -3.422 3.225 1.147 0.000
C -3.082 2.810 2.566 0.001
C -3.083 4.678 0.866 0.000
C -4.874 2.937 0.818 0.000
H -1.389 4.312 -3.378 0.000
H -1.102 4.382 -1.637 0.000
H -2.520 3.523 -2.276 0.000
H -0.817 2.323 -4.703 0.000
H -2.146 1.544 -3.844 0.000
H -0.561 0.762 -3.909 0.000
H 1.105 3.416 -3.365 0.000
H 1.396 1.800 -2.708 0.000
H 1.139 3.180 -1.612 0.000
H -2.042 3.041 2.805 0.002
H -3.249 1.740 2.703 0.000
H -3.718 3.354 3.266 0.000
H -2.012 4.860 0.929 0.000
H -3.585 5.299 1.609 0.000
H -3.441 4.982 -0.118 0.000
H -5.140 1.911 1.079 0.000
H -5.064 3.100 -0.244 0.000
H -5.518 3.615 1.379 0.000

=====

Record 5
30
Properties=species:S:1:pos:R:3:nbo_charge:R:1 method="wB97M-V/def2-TZVPD" total_charge=+1 lumo_ev="-3.41 / -3.41" homo_energy_ev="-11.68 / -11.67" mol_weight_da=181.3 e_above_lowest_kcal_mol=72.9 orbital_gap_ev="8.27 / 8.27" largest_force_ha_per_bohr=0.07678 spin_multiplicity=1
C -3.070 1.379 -0.134 0.126
C -3.305 0.618 1.141 -0.153
C 2.531 -0.699 1.029 -0.390
C 2.483 0.855 -0.946 -0.390
C 1.203 -1.352 0.538 -0.521
C 1.141 0.220 -1.429 -0.526
C 0.890 1.010 0.820 -0.501
C 2.392 0.771 0.591 -0.215
C 0.579 -0.145 -0.093 0.260
C -1.842 -0.368 -0.246 0.495
N -2.272 0.761 -0.912 -0.465
N -1.847 -1.614 -1.091 -0.713
O -2.512 -0.550 0.951 -0.509
H -3.513 2.325 -0.379 0.226
H -2.951 1.162 2.023 0.222
H -4.355 0.349 1.291 0.223
H 2.616 -0.766 2.113 0.227
H 3.404 -1.176 0.589 0.224
H 3.344 0.317 -1.333 0.223
H 2.556 1.893 -1.266 0.228
H 1.385 -2.162 -0.167 0.212
H 0.625 -1.731 1.379 0.232
H 0.530 0.954 -1.949 0.242
H 1.312 -0.635 -2.081 0.210
H 0.583 0.859 1.851 0.226
H 0.541 1.974 0.459 0.227
H 3.075 1.444 1.103 0.241
H -1.155 -1.487 -1.840 0.456
H -2.773 -1.794 -1.519 0.429
H -1.593 -2.412 -0.495 0.453

=====

Record 6
19
Properties=species:S:1:pos:R:3:nbo_charge:R:1 method="wB97M-V/def2-TZVPD" total_charge=0 lumo_ev=-0.32 homo_energy_ev=-9.16 mol_weight_da=152.1 e_above_lowest_kcal_mol=104.6 orbital_gap_ev=8.85 largest_force_ha_per_bohr=0.18582 smiles="Cc1ccc(C(=O)O)c(O)c1" spin_multiplicity=1
C -0.211 -3.562 0.782 -0.664
C -0.660 -2.011 0.499 0.053
C -0.490 -1.199 1.685 -0.255
C -0.066 0.141 1.403 -0.126
C 0.130 0.733 0.090 -0.280
C 0.549 2.088 0.059 0.767
O 1.314 2.564 0.915 -0.549
O 0.209 2.867 -1.099 -0.696
C -0.232 -0.116 -1.000 0.357
O -0.138 0.243 -2.182 -0.642
C -0.713 -1.373 -0.661 -0.324
H -0.567 -4.551 0.101 0.229
H -0.865 -3.745 1.667 0.223
H 0.972 -3.658 1.004 0.243
H -0.266 -1.690 2.762 0.233
H 0.389 0.483 2.348 0.243
H 0.041 2.305 -1.830 0.486
H 0.391 -0.701 -2.675 0.506
H -1.011 -2.049 -1.594 0.196